[1]
2 unconnected molecules or ions with the total composition C3H11NS2 in a non-equilibrium geometry. Source: OMol25; level of theory: wB97M-V/def2-TZVPD.

```
17
Properties=species:S:1:pos:R:3:forces:R:3
S 0.958156 2.247792 -3.917877 -0.692 0.140 -1.471
S 1.707568 2.120074 -2.104634 1.760 -0.546 1.567
N 0.109369 -1.015190 2.241294 0.347 -1.188 -2.627
C -0.309191 0.382338 2.011639 0.777 -0.879 2.535
C 0.322982 0.589897 -4.093592 -1.187 -1.931 -3.041
C -0.802896 -1.925727 2.916402 2.137 -0.445 1.861
H -0.656607 0.523197 3.164244 0.373 1.130 -3.100
H 0.542773 -1.558778 1.433468 -0.750 1.527 1.193
H 1.056938 -0.200709 -4.399153 0.038 1.007 0.560
H -0.046700 -2.589728 3.492001 -1.818 0.537 -0.573
H -0.191128 0.187788 -3.225355 -0.272 0.413 0.049
H -0.968417 0.659508 1.189993 -1.091 -0.526 0.344
H -1.425680 -1.386480 3.615889 0.190 0.384 0.608
H -1.537765 -2.534650 2.426684 -0.084 -0.398 -1.220
H 0.580786 0.963337 1.704978 -0.075 -0.135 0.964
H -0.375536 0.532644 -5.066028 1.096 0.536 2.291
H 1.035349 3.004686 -1.389953 -0.749 0.376 0.060
```
Positions in Å, forces in eV/Å.

orbital gap	9.20	eV
HOMO energy	-0.3133	Eh
SMILES	CNC.CSS
spin multiplicity	1

[2]
2 unconnected molecules or ions with the total composition C4H9O4 in a non-equilibrium geometry. Source: OMol25; level of theory: wB97M-V/def2-TZVPD.

```
17
Properties=species:S:1:pos:R:3:forces:R:3
O 1.556178 1.461125 2.441119 2.957 0.315 0.602
O 0.085391 -0.720722 1.106131 -0.225 -0.039 3.994
O 2.765358 1.576280 2.680792 -2.940 -0.283 -0.590
O -1.280459 -0.365381 -1.829310 -1.045 0.507 -0.317
C 0.313273 -0.586330 -0.143582 0.762 -0.237 -3.023
C 0.698485 0.936509 -2.020826 -0.054 0.446 -0.211
C -1.017343 -1.277408 1.871495 0.570 0.361 -0.905
C -0.333772 0.395840 -1.054995 0.363 -0.594 0.566
H 1.018725 -1.288857 -0.615934 -0.226 0.177 0.237
H -1.951330 -0.784311 1.586934 -0.006 -0.168 0.128
H 1.503757 1.436014 -1.473916 -0.066 -0.132 -0.049
H -0.740360 -1.044770 2.900204 -0.283 -0.119 -0.107
H -0.789267 1.216115 -0.471495 -0.115 -0.280 -0.284
H -2.138214 -0.395824 -1.374071 0.492 0.015 -0.146
H -1.057636 -2.358288 1.712520 -0.141 0.098 0.016
H 1.118693 0.125983 -2.624028 -0.056 0.079 0.121
H 0.248521 1.674026 -2.691038 0.014 -0.146 -0.032
```
Positions in Å, forces in eV/Å.

orbital gap (alpha / beta)	7.69 / 8.93	eV
HOMO energy (alpha / beta)	-0.2514 / -0.3525	Eh
⟨S²⟩	3.763
spin multiplicity	4

[3]
A single C6H12O molecule in a non-equilibrium geometry. Source: OMol25; level of theory: wB97M-V/def2-TZVPD.

```
19
Properties=species:S:1:pos:R:3:forces:R:3
O 0.353188 0.619073 -2.160668 -1.069 -0.743 -0.165
C -0.394704 0.958476 0.822371 -0.073 0.012 0.208
C -1.352972 -1.802987 -0.068603 -0.209 -0.384 -0.155
C 0.906125 1.302050 0.097289 -0.517 0.616 -0.014
C 1.204219 0.367621 -1.064937 1.018 0.431 0.057
C -0.279014 -0.300490 1.678164 -0.584 -0.625 0.058
C -0.697490 -1.614527 1.064814 1.192 0.352 -0.648
H -0.712329 1.775515 1.475637 0.258 0.116 -0.075
H -1.672399 -2.803370 -0.335851 0.293 -0.045 -0.195
H 1.710331 1.389983 0.832415 0.180 -0.334 -0.152
H -1.200687 0.870396 0.091246 0.011 -0.136 -0.005
H 0.804903 2.303265 -0.337613 0.041 0.020 0.041
H -0.932516 -0.241726 2.555379 0.051 0.331 0.096
H 0.717991 -0.441021 2.097716 0.197 0.250 -0.078
H 2.241039 0.483836 -1.392393 0.132 0.027 0.134
H -1.566649 -1.031905 -0.795704 -0.384 0.254 0.263
H -0.196591 -2.467470 1.511408 -0.745 -0.285 0.525
H 0.633884 1.324241 -2.742438 0.437 0.191 0.264
H 1.094102 -0.673006 -0.765590 -0.229 -0.047 -0.159
```
Positions in Å, forces in eV/Å.

orbital gap	10.27	eV
HOMO energy	-0.3414	Eh
SMILES	C=CCCCCO
spin multiplicity	1

[4]
A molecular structure, C6H10O. Source: OMol25; level of theory: wB97M-V/def2-TZVPD.

```
17
Properties=species:S:1:pos:R:3:forces:R:3
O -0.484526 -0.430831 1.255912 -0.124 -0.066 -0.165
C -0.227841 1.641978 -0.221915 0.018 0.035 0.047
C -0.432917 -0.041217 -1.835794 -0.075 0.165 0.046
C 0.755281 0.568086 0.227120 -0.161 0.062 -0.297
C 0.783439 -0.365017 -0.985854 0.079 -0.038 0.026
C 0.348781 -1.218875 2.107098 0.057 -0.139 0.172
C -0.997663 1.088116 -1.406659 0.074 -0.157 -0.067
H 1.078149 -1.782048 1.517085 -0.082 0.050 0.120
H 0.394807 2.495196 -0.534815 -0.073 -0.058 0.018
H -1.845889 1.583653 -1.873746 0.111 -0.102 0.087
H 0.877900 -0.500275 2.726905 -0.006 -0.160 0.024
H 0.896512 -1.426479 -0.721926 0.007 0.181 -0.034
H -0.849689 2.010762 0.600857 0.118 -0.044 -0.118
H 1.710990 -0.113435 -1.523987 -0.090 -0.016 0.027
H -0.265803 -1.894245 2.711366 0.081 0.112 -0.072
H -0.998310 -1.004630 0.667275 0.041 0.094 0.038
H -0.743219 -0.610740 -2.708923 0.024 0.080 0.146
```
Positions in Å, forces in eV/Å.

orbital gap	8.39	eV
HOMO energy	-0.2783	Eh
spin multiplicity	1

[5]
A molecular structure, C22H23Cl4N2O3OsTe in a non-equilibrium geometry. Source: OMol25; level of theory: wB97M-V/def2-TZVPD.

```
56
Properties=species:S:1:pos:R:3:forces:R:3
Os -0.633743 1.230061 0.007471 1.087 0.140 -0.705
Te -2.081743 1.994561 -2.177529 -0.935 -0.016 0.079
Cl -2.094643 -1.140539 0.487271 -0.565 -0.349 -0.011
Cl 1.012357 -3.945239 3.974571 -0.082 0.095 0.079
Cl 0.795657 1.734261 2.370471 0.159 0.181 0.165
Cl -1.991643 2.251061 2.095171 -0.535 0.115 -0.040
O 0.324857 3.062861 -1.168929 -0.938 -0.210 0.631
O 2.457357 0.593561 -0.036729 0.630 -0.133 0.082
O 0.601857 -0.570939 -0.162829 -1.430 0.554 -0.040
N 0.416057 -2.789039 1.410971 0.718 -0.491 -1.010
N 1.571557 3.152661 -1.565529 0.927 0.001 -0.133
C -3.991543 1.016761 -1.972229 0.178 0.113 -0.013
C -1.350243 -2.801739 4.620671 0.157 -0.032 -0.098
C -2.496943 -2.086039 4.322371 0.160 -0.012 -0.135
C -0.651843 -3.804239 -0.509329 -0.396 -0.148 -0.341
C 4.173557 3.350161 -2.416629 -0.223 -0.007 0.105
C 2.593157 -1.843339 -0.196629 -0.170 0.484 -0.075
C 0.594857 -3.990739 -2.553429 0.080 0.060 -0.042
C 1.590357 -2.834839 -0.685429 0.388 -0.141 -0.426
C -0.562043 -4.237839 -1.811929 -0.241 0.020 0.493
C 0.421657 -3.117039 0.082471 0.056 -0.124 0.664
C 1.652257 -3.293739 -1.989229 0.130 0.064 0.431
C 3.163657 2.999961 -3.303829 0.148 0.036 0.191
C -0.415543 -3.037139 3.628171 -0.181 0.012 -0.265
C 2.531457 3.476361 -0.686729 0.168 0.080 0.138
C 1.874757 -0.472339 -0.121529 0.610 0.509 0.038
C 3.840957 3.596461 -1.091829 0.047 -0.070 -0.272
C -1.782543 -1.843539 2.039871 0.153 -0.078 0.226
C -0.612243 -2.582439 2.298771 -0.711 -0.002 0.822
C -2.859543 3.914161 -1.611729 0.034 -0.051 -0.067
C 1.866057 2.915061 -2.854729 -0.033 -0.065 -0.254
C -0.601443 2.496861 3.165071 0.203 -0.065 0.228
C -2.702143 -1.592239 3.044371 0.050 -0.092 -0.060
H 3.381757 2.790561 -4.338429 -0.048 0.020 -0.098
H -3.844243 -0.055339 -2.050029 0.079 -0.102 0.009
H 3.007457 -2.064739 0.789071 0.073 0.004 0.022
H -0.426843 3.564661 3.290871 0.009 -0.196 -0.108
H -2.032143 4.553661 -1.317729 0.052 -0.085 0.018
H 4.591057 3.872961 -0.368629 0.030 0.001 0.069
H -3.573343 3.795161 -0.799429 0.110 -0.088 0.020
H -4.429543 1.259461 -1.006429 0.088 0.028 -0.004
H 3.422557 -1.738539 -0.896429 0.022 -0.119 0.155
H -4.657743 1.329261 -2.770129 0.044 0.114 -0.068
H -1.521143 -4.031339 0.088471 -0.084 -0.080 0.054
H 2.537157 -3.086639 -2.573629 0.010 0.061 -0.056
H -1.370843 -4.806339 -2.245229 -0.064 -0.007 -0.018
H 2.218057 3.624061 0.335371 -0.147 -0.003 -0.096
H 1.027257 2.666861 -3.493429 0.045 0.032 0.157
H -0.804543 2.003961 4.114271 0.092 0.047 -0.156
H -3.363543 4.340961 -2.476829 0.058 -0.099 -0.017
H -1.187343 -3.174739 5.619071 0.094 -0.091 0.056
H 1.320357 -2.842539 1.875471 0.015 0.209 -0.164
H -3.230643 -1.907039 5.090071 -0.100 0.045 0.107
H 0.666857 -4.319839 -3.577529 -0.029 -0.118 -0.105
H 5.194457 3.427061 -2.753129 0.106 0.021 -0.022
H -3.579643 -1.003339 2.833371 -0.097 0.029 -0.141
```
Positions in Å, forces in eV/Å.

orbital gap (alpha / beta)	8.11 / 5.18	eV
HOMO energy (alpha / beta)	-0.4751 / -0.5036	Eh
⟨S²⟩	8.793
charge	+2
spin multiplicity	6

[6]
2 unconnected molecules or ions with the total composition H4SSi2 in a non-equilibrium geometry. Source: OMol25; level of theory: wB97M-V/def2-TZVPD.

```
7
Properties=species:S:1:pos:R:3:forces:R:3
S 1.021958 -3.191266 1.854398 -0.210 1.023 -0.315
Si -0.943433 1.388453 -1.782488 -2.511 -2.120 -1.158
Si 0.514811 -1.415493 1.178702 0.852 -0.414 -0.691
H -0.742494 -0.721791 1.371764 -0.567 0.092 0.364
H -1.422698 2.683831 -1.395254 -0.668 1.341 0.349
H 1.251699 -0.499914 0.197135 -0.084 -0.693 0.616
H 0.320157 1.756179 -1.424258 3.188 0.770 0.836
```
Positions in Å, forces in eV/Å.

orbital gap	7.76	eV
HOMO energy	-0.3366	Eh
spin multiplicity	1

Asked for energy relative to the best compared isomer or geometry (same formula, charge and spin) across the records above, the calculation gives 2.0279 0.2054 1.4443 4.0874 0.0000 3.1281 eV in order.